3 unconnected molecules or ions with the total composition C19H29ClN3O, computed with wB97M-V/def2-TZVPD.

Structure (XYZ):
```
53
Properties=species:S:1:pos:R:3:forces:R:3:nbo_charge:R:1
C -2.291662 -0.179144 -3.054792 0.4 -0.4 0.1 -0.610
C -1.276038 -1.291496 -2.712595 0.2 1.1 0.0 -0.405
C -0.094883 -0.806030 -1.828663 -0.4 -1.1 -0.3 -0.392
C -0.144639 -1.440164 -0.437392 0.3 1.4 0.2 -0.401
C -1.150340 -0.711131 0.489471 0.5 -0.3 -0.3 -0.418
C -0.530516 -0.309778 1.845812 -0.5 0.3 -0.6 -0.427
C -0.197784 1.175133 1.821230 -1.1 -0.8 -0.1 -0.234
N 0.891710 1.473646 0.836013 0.6 1.0 0.4 -0.512
C 2.307395 1.461621 1.362538 0.2 -0.1 -0.7 -0.335
C 2.516340 0.636515 2.618854 -1.2 4.9 0.6 0.542
O 2.776335 -0.464039 2.625562 1.2 -5.3 -0.2 -0.427
Cl 2.363596 1.547102 4.136717 0.0 0.2 -0.2 -0.036
H -2.479680 -0.150651 -4.118316 -0.2 0.0 -0.2 0.224
H -3.233146 -0.314443 -2.540792 -0.2 0.1 0.1 0.214
H -1.879330 0.785728 -2.789086 0.0 0.3 0.1 0.189
H -1.751395 -2.105128 -2.185893 -0.3 -0.3 -0.1 0.206
H -0.873905 -1.670503 -3.643280 0.1 -0.3 -0.1 0.218
H -0.105430 0.282080 -1.746229 0.0 0.2 0.0 0.159
H 0.831277 -1.076694 -2.327858 0.2 0.0 0.0 0.217
H -0.319254 -2.504793 -0.476073 0.1 -0.3 0.0 0.241
H 0.841587 -1.271173 0.005465 0.2 -0.4 0.1 0.169
H -2.057506 -1.284671 0.619838 -0.2 -0.2 0.1 0.241
H -1.448559 0.200991 -0.024421 -0.3 0.1 -0.1 0.184
H 0.350398 -0.905624 2.035271 0.1 -0.3 0.4 0.224
H -1.283668 -0.445257 2.611872 0.2 -0.1 0.4 0.248
H -1.083697 1.659302 1.437125 -0.1 0.4 -0.1 0.231
H -0.021214 1.605815 2.795913 0.7 0.2 0.0 0.250
H 0.848114 0.881365 0.001600 -0.3 -0.2 0.2 0.455
H 0.720938 2.427688 0.500051 -0.1 0.2 0.0 0.465
H 2.923778 1.005502 0.599982 0.1 -0.3 -0.2 0.250
H 2.665164 2.473060 1.447938 -0.2 0.4 0.4 0.258
N -0.006624 -6.832110 0.182284 0.1 0.1 0.1 -0.408
C 0.220680 -6.765733 1.492759 -0.1 -0.1 0.0 0.037
C 1.225580 -5.996830 2.062219 0.0 0.0 0.0 -0.261
C 2.041755 -5.258084 1.221940 0.0 0.1 0.0 -0.176
C 1.821956 -5.317500 -0.145182 0.0 0.0 0.0 -0.272
C 0.787700 -6.115840 -0.610530 -0.1 -0.1 -0.1 0.030
H -0.440126 -7.362616 2.111879 0.0 0.0 0.0 0.199
H 1.363278 -5.979911 3.134755 0.0 0.0 0.0 0.224
H 2.838591 -4.645687 1.626325 0.0 0.0 0.0 0.216
H 2.438167 -4.757627 -0.836339 0.0 0.0 0.0 0.217
H 0.577629 -6.190262 -1.672491 0.1 0.0 0.0 0.195
N -0.343102 4.946114 0.380460 0.1 -0.3 -0.2 -0.482
C -1.664682 5.081258 0.237843 0.0 -0.1 0.1 0.028
C -2.256499 5.861478 -0.740803 0.0 0.0 0.0 -0.248
C -1.435542 6.545722 -1.622044 0.0 0.0 -0.1 -0.146
C -0.062123 6.422619 -1.490865 0.0 0.0 0.0 -0.249
C 0.430750 5.614467 -0.480724 0.1 -0.1 0.1 0.024
H -2.270861 4.533968 0.951689 -0.1 0.0 0.0 0.193
H -3.332980 5.932104 -0.808923 0.0 0.0 0.0 0.235
H -1.860150 7.167394 -2.399509 0.0 0.0 0.0 0.232
H 0.612749 6.942004 -2.156666 0.0 0.0 0.0 0.234
H 1.499868 5.490242 -0.343937 0.0 0.1 0.0 0.190
```
Forces are in eV/Å.

Net charge: +1
HOMO level: -11.60 eV
Multiplicity: 1


A single C26H28N2O4 molecule, computed with wB97M-V/def2-TZVPD.

Structure (XYZ):
```
60
Properties=species:S:1:pos:R:3:forces:R:3:nbo_charge:R:1
C -6.868770 0.195280 -1.287380 -0.1 -0.1 -0.1 -0.251
O -6.125884 1.005785 -0.410678 0.2 0.2 0.2 -0.493
C -4.766146 0.961499 -0.477492 0.1 0.1 0.1 0.314
C -4.035632 0.175668 -1.362119 -0.3 -0.1 -0.1 -0.328
C -2.654314 0.213725 -1.332324 0.1 0.2 0.1 -0.115
C -1.968317 1.014502 -0.427527 0.0 0.1 -0.2 -0.109
C -0.461267 0.964013 -0.456651 0.1 0.3 -0.2 -0.108
C 0.317056 1.883718 0.507614 -0.1 0.0 -0.6 0.685
O -0.069346 2.208934 1.613682 -0.1 0.0 0.5 -0.651
N 1.507599 2.237771 -0.001676 0.3 0.1 -0.2 -0.621
C 2.542692 2.869351 0.791424 -0.1 0.1 0.4 -0.061
C 3.367852 3.825594 -0.085812 0.0 0.1 0.0 -0.417
C 4.689106 3.099380 -0.398125 0.1 0.0 -0.1 -0.408
C 4.490165 1.661661 0.087195 0.1 0.0 0.1 -0.414
C 3.553981 1.823276 1.280177 -0.1 0.0 -0.1 -0.408
N 0.014346 -0.402344 -0.177904 -0.1 0.2 -0.1 -0.475
C 1.180448 -0.796036 -0.747383 0.2 -0.1 -0.1 0.695
O 1.762116 -0.091231 -1.569696 0.0 0.0 -0.2 -0.667
C 1.757039 -2.070379 -0.292291 0.7 -0.6 -0.3 -0.264
C 1.772909 -2.617435 1.026540 0.4 -0.5 0.1 -0.276
C 2.516037 -3.747926 0.948736 -0.5 0.5 0.7 0.081
O 2.957163 -3.945498 -0.309105 0.2 -0.2 -0.5 -0.399
C 2.515103 -2.921460 -1.060260 -0.6 0.9 -0.1 0.368
C 2.854671 -2.885601 -2.504292 0.0 -0.2 0.2 -0.672
C -0.798664 -1.244186 0.613098 -0.3 -0.6 0.3 0.237
C -1.275841 -0.802749 1.841735 0.2 -0.1 -0.1 -0.264
C -2.102310 -1.622055 2.588678 0.0 -0.1 0.0 -0.188
C -2.453217 -2.877706 2.122611 -0.1 -0.1 0.1 -0.219
C -1.981104 -3.313748 0.895997 0.0 -0.1 0.0 -0.208
C -1.163898 -2.498565 0.136108 -0.1 0.2 0.0 -0.237
C -2.703710 1.805857 0.445627 0.0 0.1 0.0 -0.176
C -4.082099 1.780906 0.419307 -0.3 -0.1 -0.1 -0.256
H -7.914398 0.385437 -1.050199 0.1 0.0 -0.1 0.200
H -6.683013 0.458073 -2.334069 0.0 0.0 0.0 0.175
H -6.651226 -0.867055 -1.135153 0.0 0.0 0.0 0.175
H -4.526281 -0.465005 -2.077836 -0.1 0.0 0.0 0.218
H -2.099583 -0.398644 -2.029524 0.1 -0.1 -0.1 0.201
H -0.127017 1.192352 -1.478814 -0.1 -0.1 0.3 0.242
H 1.822649 1.775873 -0.847551 -0.3 0.0 0.0 0.428
H 2.035854 3.373826 1.617100 0.1 -0.1 -0.1 0.234
H 2.814487 4.058446 -0.994908 0.0 0.1 0.0 0.214
H 3.552388 4.761941 0.438369 0.0 0.1 0.0 0.215
H 5.508207 3.561932 0.153802 0.1 0.0 0.0 0.200
H 4.935769 3.140198 -1.457702 0.1 0.1 0.0 0.211
H 5.430549 1.182544 0.355414 0.0 -0.1 -0.1 0.213
H 4.008496 1.058115 -0.683715 0.0 -0.1 0.0 0.210
H 3.065113 0.893650 1.569963 0.0 0.0 0.1 0.215
H 4.098783 2.214586 2.140044 0.0 0.0 0.1 0.205
H 1.311544 -2.207961 1.900981 -0.1 0.0 0.2 0.239
H 2.797856 -4.472669 1.685796 0.1 -0.1 0.0 0.207
H 3.910561 -3.108221 -2.643401 0.1 0.0 -0.1 0.231
H 2.636430 -1.896558 -2.895579 0.0 0.0 0.0 0.258
H 2.277398 -3.628844 -3.054970 0.0 -0.1 -0.1 0.224
H -0.999918 0.174324 2.205741 0.0 0.1 0.0 0.253
H -2.471411 -1.276172 3.542360 0.0 0.0 0.1 0.216
H -3.097249 -3.514090 2.710797 -0.1 -0.1 0.1 0.214
H -2.259443 -4.288193 0.522698 0.0 -0.1 0.0 0.215
H -0.807955 -2.827882 -0.829137 0.0 0.0 -0.1 0.218
H -2.197796 2.438328 1.156000 0.0 0.0 0.0 0.249
H -4.658575 2.391651 1.095693 -0.1 0.1 0.1 0.223
```
Forces are in eV/Å.

Energy relative to the best compared isomer or geometry (same formula, charge and spin): 24.0 kcal per mole
Net charge: 0
HOMO level: -8.34 eV
SMILES: COc1ccc([C@@H](C(=O)NC2CCCC2)N(C(=O)c2ccoc2C)c2ccccc2)cc1
Multiplicity: 1